(1)
Entry from the Open Molecules 2025 dataset: C34H46N3O10P2PtSe as an isolated structure in a non-equilibrium geometry (the ωB97M-V functional and the def2-TZVPD basis).

Orbital gap   6.7 eV
Max |F|   1.8 eV Å⁻¹
Energy above the lowest of the compared OMol25 structures with the same formula, charge and spin   0.0 kcal/mol
Charge   -1
Total energy   -148124.5520 eV

The geometry in XYZ format:
```
97
Properties=species:S:1:pos:R:3:lowdin_charge:R:1
Pt 0.240 0.033 -0.390 1.0668
C 4.330 -1.344 3.118 -0.0384
C 3.255 -0.346 3.506 -0.4112
C 3.329 0.975 2.754 -0.0454
O 1.935 -0.943 3.485 -0.1934
P 0.776 -1.235 2.434 0.5509
O 0.043 -0.118 1.702 -0.3828
C 0.695 -2.972 1.815 -0.1933
P -0.616 -3.109 0.519 0.5485
O -1.335 -2.017 -0.188 -0.3193
O -1.705 -3.596 1.675 -0.2584
C -3.109 -3.366 1.478 -0.4662
C -3.862 -4.559 2.038 -0.0513
C -3.515 -2.061 2.142 -0.0372
O -0.569 -4.432 -0.377 -0.1733
C 0.072 -5.700 -0.142 -0.4229
C -0.375 -6.347 1.162 -0.0457
C 1.586 -5.599 -0.242 -0.0497
O -0.333 -1.447 3.629 -0.2128
C -0.073 -2.232 4.789 -0.4869
C 0.090 -1.309 5.982 -0.0460
C -1.214 -3.216 4.991 -0.0454
H 5.313 -0.881 3.250 0.0843
H 4.228 -1.653 2.080 0.0513
H 4.271 -2.230 3.754 0.0818
H 3.373 -0.127 4.567 0.1297
H 3.436 0.815 1.684 0.0648
H 4.185 1.548 3.122 0.0814
H 2.416 1.554 2.922 0.0885
H 0.358 -3.620 2.620 0.0562
H 1.672 -3.282 1.462 0.0377
H -3.314 -3.287 0.410 0.1289
H -3.607 -4.712 3.091 0.0765
H -3.615 -5.468 1.483 0.0658
H -4.940 -4.389 1.958 0.0777
H -3.423 -2.139 3.229 0.0710
H -4.550 -1.812 1.885 0.0807
H -2.859 -1.258 1.802 0.0712
H -0.285 -6.312 -0.969 0.1351
H -0.024 -5.770 2.020 0.0721
H 0.035 -7.358 1.225 0.0826
H -1.463 -6.396 1.217 0.0663
H 2.023 -5.153 0.654 0.0691
H 1.875 -4.976 -1.088 0.0767
H 2.008 -6.599 -0.370 0.0836
H 0.859 -2.793 4.661 0.1291
H -0.811 -0.701 6.094 0.0856
H 0.942 -0.645 5.831 0.0700
H 0.243 -1.890 6.897 0.0783
H -2.117 -2.683 5.305 0.0809
H -0.952 -3.946 5.764 0.0807
H -1.434 -3.735 4.057 0.0562
C -0.097 -0.845 -4.482 -0.0351
C -0.103 -0.884 -3.104 -0.0814
N 0.282 0.180 -2.383 -0.0821
C 0.681 1.281 -3.006 -0.0589
C 0.738 1.397 -4.382 -0.1803
C 0.321 0.309 -5.126 -0.0185
C 1.128 2.658 -5.036 -0.0343
C 1.880 3.644 -4.588 -0.0285
C 2.808 3.651 -3.432 -0.2731
C 3.541 4.786 -3.121 -0.0180
C 4.464 4.693 -2.093 -0.1567
N 4.666 3.579 -1.401 0.0856
C 3.901 2.545 -1.767 -0.1649
N 2.994 2.539 -2.743 0.1373
H -0.410 -1.720 -5.034 0.1061
H -0.415 -1.755 -2.544 0.1016
H 0.945 2.117 -2.381 0.0897
H 0.348 0.359 -6.211 0.1146
H 0.732 2.792 -6.040 0.1101
H 1.916 4.537 -5.203 0.1027
H 3.396 5.709 -3.671 0.1063
H 5.075 5.544 -1.810 0.1039
H 4.021 1.610 -1.224 0.1058
C 0.606 5.614 -0.204 -0.0969
C 1.495 4.512 -0.153 -0.0893
C 1.007 3.235 -0.170 -0.0602
C -0.391 2.978 -0.242 -0.1737
C -0.918 1.646 -0.308 -0.2379
C -2.279 1.469 -0.302 -0.1001
C -3.159 2.577 -0.248 -0.0934
C -2.678 3.854 -0.235 -0.0668
C -1.280 4.088 -0.240 -0.1758
C -0.742 5.404 -0.235 -0.0546
H 1.003 6.624 -0.209 0.0927
H 2.565 4.684 -0.092 0.0859
H 1.668 2.377 -0.126 0.0853
H -2.684 0.463 -0.335 0.0883
H -4.231 2.402 -0.225 0.0947
H -3.353 4.704 -0.211 0.0994
H -1.430 6.245 -0.250 0.1023
O 3.753 -2.945 -0.087 -0.4618
Se 2.648 -1.797 -0.399 0.7846
O 1.195 -2.526 -0.802 -0.5273
O 2.307 -0.979 1.032 -0.5635
O 3.090 -0.716 -1.524 -0.4645
```

***

(2)
Entry from the Open Molecules 2025 dataset: C34H47AsBF6N3OTl as an isolated structure (the ωB97M-V functional and the def2-TZVPD basis).

Orbital gap (spin up / spin down)   7.7 / 7.3 eV
Max |F|   0.3 eV Å⁻¹
Energy above the lowest of the compared OMol25 structures with the same formula, charge and spin   0.0 kcal/mol
Multiplicity   2
Total energy   -125058.5379 eV

The geometry in XYZ format:
```
94
Properties=species:S:1:pos:R:3:lowdin_spin:R:1
Tl 1.632 0.417 -0.229 0.3856
O 0.811 2.563 1.002 0.0163
C 1.035 3.868 0.451 0.0005
C -0.130 4.236 -0.445 -0.0001
C -0.426 3.236 -1.567 0.0001
C 0.706 3.092 -2.538 0.0040
C 0.736 3.791 -3.740 0.0022
C 1.834 3.664 -4.572 -0.0008
C 2.887 2.851 -4.181 0.0007
C 2.780 2.186 -2.974 0.0185
N 1.716 2.294 -2.177 0.0694
H 1.354 2.504 1.810 0.0004
H 1.982 3.880 -0.096 0.0004
H 1.107 4.593 1.264 -0.0001
H 0.072 5.222 -0.873 0.0000
H -1.028 4.329 0.170 0.0000
H -1.321 3.558 -2.101 0.0000
H -0.655 2.257 -1.140 0.0001
H -0.100 4.421 -4.012 0.0004
H 1.871 4.196 -5.515 -0.0001
H 3.768 2.729 -4.795 0.0003
H 3.574 1.535 -2.622 0.0119
C -4.991 0.629 0.206 0.0000
C -3.464 0.651 0.157 0.0004
C -2.906 1.903 0.840 0.0012
C -2.935 0.543 -1.263 0.0001
C -3.427 1.379 -2.259 0.0000
C -2.922 1.327 -3.548 -0.0004
C -1.917 0.428 -3.864 0.0001
C -1.400 -0.436 -2.901 -0.0001
C -0.352 -1.463 -3.287 0.0004
C 0.831 -0.836 -4.024 0.0015
C -0.987 -2.579 -4.120 0.0001
C -1.920 -0.357 -1.605 0.0068
N -1.389 -1.202 -0.586 0.0422
B -0.224 -1.036 0.206 0.2768
N -0.211 -2.118 1.129 0.0357
C -1.370 -2.867 0.908 0.0079
C -2.060 -2.341 -0.122 0.0083
C 0.604 -2.306 2.296 0.0048
C 1.775 -3.069 2.234 -0.0003
C 2.563 -3.122 3.380 0.0002
C 2.200 -2.463 4.542 -0.0003
C 1.015 -1.756 4.588 0.0001
C 0.195 -1.665 3.469 0.0003
C -1.082 -0.846 3.548 0.0011
C -1.985 -1.332 4.684 0.0001
C -0.773 0.646 3.696 0.0016
C 2.250 -3.859 1.022 0.0007
C 2.756 -2.989 -0.130 0.0075
C 1.242 -4.892 0.514 0.0003
H -5.330 0.619 1.243 0.0000
H -5.394 -0.255 -0.293 0.0000
H -5.425 1.510 -0.271 0.0000
H -3.107 -0.212 0.719 0.0003
H -3.202 2.804 0.295 0.0000
H -1.815 1.877 0.896 0.0015
H -3.290 1.986 1.859 0.0000
H -4.209 2.090 -2.021 0.0000
H -3.317 1.986 -4.311 0.0000
H -1.538 0.385 -4.877 0.0000
H 0.029 -1.914 -2.370 0.0007
H 0.531 -0.416 -4.987 0.0001
H 1.596 -1.589 -4.219 0.0000
H 1.284 -0.032 -3.441 0.0021
H -1.384 -2.184 -5.058 0.0000
H -1.808 -3.053 -3.582 0.0000
H -0.248 -3.346 -4.361 0.0000
H -1.600 -3.731 1.509 0.0014
H -2.984 -2.673 -0.569 0.0016
H 3.487 -3.687 3.351 0.0000
H 2.844 -2.502 5.411 0.0000
H 0.736 -1.239 5.498 0.0000
H -1.638 -0.978 2.616 0.0008
H -1.521 -1.173 5.658 0.0000
H -2.206 -2.397 4.588 0.0000
H -2.930 -0.785 4.675 0.0000
H -0.155 0.834 4.577 0.0001
H -1.699 1.216 3.797 0.0001
H -0.231 1.024 2.830 0.0020
H 3.114 -4.420 1.386 0.0000
H 1.921 -2.531 -0.665 0.0019
H 3.309 -3.598 -0.848 0.0000
H 3.422 -2.202 0.231 0.0063
H 0.406 -4.421 -0.004 0.0000
H 0.843 -5.494 1.332 0.0001
H 1.730 -5.566 -0.193 0.0000
F 2.393 0.306 2.238 0.0215
As 3.825 1.230 2.715 0.0051
F 3.872 1.814 1.054 0.0446
F 2.734 2.571 3.055 0.0005
F 5.176 2.201 3.122 0.0010
F 3.650 0.657 4.320 0.0001
F 4.811 -0.106 2.266 0.0016
```

***

(3)
Entry from the Open Molecules 2025 dataset: C34H47BrN3OSb2V as an isolated structure (the ωB97M-V functional and the def2-TZVPD basis).

Orbital gap (spin up / spin down)   5.9 / 8.1 eV
Max |F|   0.2 eV Å⁻¹
Energy above the lowest of the compared OMol25 structures with the same formula, charge and spin   6.2 kcal/mol
Charge   -1
Multiplicity   4
Total energy   -151342.6630 eV

The geometry in XYZ format:
```
89
Properties=species:S:1:pos:R:3:lowdin_spin:R:1
V -0.942 1.322 0.048 1.9818
C 1.685 -1.946 3.262 0.0001
Sb 0.826 -2.500 1.359 0.0003
C 2.194 -4.141 1.048 0.0000
C -0.706 -3.751 2.301 0.0004
C -0.917 -5.063 1.622 0.0000
C -0.253 -6.195 2.104 0.0000
C -0.360 -7.431 1.492 0.0000
C -1.161 -7.565 0.366 0.0000
C -1.836 -6.459 -0.119 0.0000
C -1.733 -5.202 0.484 0.0000
C -2.480 -4.054 -0.114 0.0001
Sb -1.392 -3.063 -1.715 -0.0001
C -3.083 -1.836 -2.215 0.0002
C -1.873 -4.580 -3.178 0.0000
H 1.920 -2.838 3.843 0.0000
H 0.966 -1.332 3.803 0.0001
H 2.592 -1.363 3.104 0.0000
H 2.214 -4.794 1.919 0.0000
H 3.193 -3.746 0.863 0.0000
H 1.876 -4.717 0.178 0.0000
H -1.600 -3.130 2.334 0.0001
H -0.343 -3.905 3.317 0.0000
H 0.365 -6.091 2.989 0.0000
H 0.171 -8.284 1.896 0.0000
H -1.267 -8.525 -0.124 0.0000
H -2.480 -6.563 -0.985 0.0000
H -2.735 -3.278 0.606 0.0001
H -3.400 -4.405 -0.586 0.0000
H -3.951 -2.463 -2.422 0.0000
H -2.861 -1.214 -3.080 0.0001
H -3.302 -1.194 -1.363 0.0000
H -2.926 -4.851 -3.104 0.0000
H -1.256 -5.462 -3.009 0.0000
H -1.666 -4.200 -4.179 0.0000
C 1.066 4.475 1.508 0.0490
C -0.118 3.582 1.721 0.3581
O 0.031 2.336 1.293 0.1523
C -1.327 4.017 2.313 0.0423
C -2.388 3.107 2.557 0.1044
C -3.580 3.528 3.104 -0.0038
C -3.780 4.868 3.438 0.1317
C -2.751 5.778 3.210 -0.0035
C -1.551 5.374 2.662 0.1046
H 1.964 3.858 1.517 0.0043
H 1.158 5.242 2.278 0.0043
H 1.020 4.977 0.533 0.0187
H -2.252 2.059 2.325 0.0072
H -4.367 2.803 3.273 -0.0035
H -4.721 5.197 3.860 0.0093
H -2.896 6.824 3.455 -0.0038
H -0.784 6.114 2.477 0.0083
C 0.113 0.473 -1.479 -0.0272
H -0.671 -0.024 -2.073 -0.0019
H 0.853 -0.280 -1.197 0.0016
H 0.587 1.219 -2.126 0.0017
N -2.643 -1.053 1.580 0.0383
C -2.083 -0.217 1.005 0.0062
Br -4.787 5.462 -3.728 0.0024
C -3.737 4.287 -2.650 0.0120
C -2.440 4.647 -2.323 -0.0025
C -1.690 3.777 -1.544 0.0096
C -2.191 2.555 -1.072 -0.0149
C -3.510 2.252 -1.424 0.0122
C -4.288 3.098 -2.209 -0.0023
H -2.031 5.586 -2.672 -0.0004
H -0.672 4.068 -1.291 0.0006
H -3.962 1.329 -1.073 0.0011
H -5.307 2.842 -2.469 -0.0005
C 3.659 2.467 -2.320 0.0001
C 5.189 2.329 -2.563 0.0000
N 5.774 1.412 -1.581 0.0000
C 5.113 0.108 -1.702 0.0000
C 3.587 0.254 -1.442 -0.0001
N 3.265 1.653 -1.175 0.0001
C 4.000 2.100 0.003 0.0003
C 5.528 1.939 -0.236 0.0000
H 3.083 2.134 -3.187 0.0001
H 3.380 3.503 -2.116 0.0001
H 5.697 3.292 -2.470 0.0000
H 5.402 1.938 -3.560 0.0000
H 5.576 -0.574 -0.984 0.0000
H 5.313 -0.281 -2.703 0.0000
H 3.266 -0.338 -0.582 0.0001
H 2.996 -0.074 -2.299 -0.0002
H 3.662 1.514 0.860 0.0002
H 3.738 3.142 0.191 0.0002
H 5.975 1.248 0.483 0.0000
H 6.051 2.894 -0.145 0.0000
```

***

Look up the total energy of the first one.
-148124.5520 eV